# 1
The following is a DFT calculation (ωB97M-V/def2-TZVPD) of a structure of composition C7H15N at a distorted geometry.

Geometry as XYZ:
```
23
Properties=species:S:1:pos:R:3
C 0.2597 -0.1477 0.1023
C -1.4440 0.9190 -0.4121
C 0.0054 -1.5333 -0.4475
C 2.7092 -0.3361 -0.2830
C 0.3179 -0.0265 1.6109
C -2.6964 0.2297 0.0777
C 1.0545 0.7324 -0.6289
N 1.3079 1.7824 -1.2022
H 0.5212 2.3865 -1.4289
H -1.4359 1.0171 -1.4988
H -1.3095 1.8954 0.0556
H -0.6556 -0.2785 2.0299
H 0.7555 -2.2326 -0.0799
H 0.0226 -1.5432 -1.5356
H -0.9677 -1.8814 -0.1039
H 3.3913 0.4719 -0.0366
H 2.7692 -1.1034 0.4826
H 2.8701 -0.7595 -1.2702
H 1.0495 -0.7243 2.0177
H 0.5859 0.9800 1.9264
H -2.6657 0.0458 1.1541
H -3.5925 0.8348 -0.1081
H -2.8525 -0.7284 -0.4215
```

Values from the calculation:
E_LUMO in eV: 0.8
Gap between HOMO and LUMO in eV: 8.33
Energy above the lowest of the compared OMol25 structures with the same formula, charge and spin in eV: 4.110
Total energy in Ha: -330.316871
Total charge: 0

---

# 2
The following is a DFT calculation (ωB97M-V/def2-TZVPD) of a cluster of 10 separate species, H20O10 in total at a distorted geometry.

Geometry as XYZ:
```
30
Properties=species:S:1:pos:R:3
O 25.5940 45.8470 16.1430
H 26.3780 45.4720 16.0220
H 25.6150 46.5800 15.6260
O 25.7500 48.4720 15.3540
H 24.7660 48.3890 14.8730
H 26.1680 49.4250 15.3480
O 26.1600 49.2410 12.1070
H 26.4550 49.1250 11.2240
H 25.9080 50.2990 12.3310
O 23.2380 49.5000 14.1910
H 22.3120 49.8290 14.0880
H 23.4050 48.8500 13.5180
O 27.8530 47.3920 14.0160
H 27.0360 47.8100 14.3670
H 27.4810 46.7500 13.4640
O 22.3880 44.1500 13.3370
H 23.0030 43.9810 12.6770
H 22.8340 44.9340 13.8960
O 26.7100 45.0710 12.6560
H 25.6890 45.4890 12.6380
H 26.5250 44.9570 11.6020
O 22.0880 47.4290 11.7450
H 21.5240 46.6680 11.9620
H 22.4690 47.2180 10.8550
O 24.6320 46.8020 12.8890
H 25.1770 47.5570 12.5900
H 23.8650 46.9240 12.3010
O 22.8560 45.9020 15.2120
H 23.6720 46.0770 15.6200
H 22.0210 45.7080 15.8840
```

Values from the calculation:
E_LUMO in eV: -0.3
Gap between HOMO and LUMO in eV: 9.71
Energy above the lowest of the compared OMol25 structures with the same formula, charge and spin in eV: 5.219
Total energy in Ha: -764.290108
SMILES: O.O.O.O.O.O.O.O.O.O
Total charge: 0

---

# 3
The following is a DFT calculation (ωB97M-V/def2-TZVPD) of a structure of composition C3H2NiO3 at a distorted geometry.

Geometry as XYZ:
```
9
Properties=species:S:1:pos:R:3
C -2.2522 -0.7426 -0.0197
C -2.2305 0.6513 -0.0711
O -1.1427 1.2575 -0.0646
C 0.3409 -0.0881 0.0327
O -0.3107 -1.1076 0.0516
O 1.4746 0.2830 0.0415
Ni 3.2516 -0.0180 0.0591
H -2.5609 -1.2390 -0.9450
H -2.6156 -1.1707 0.9198
```

Values from the calculation:
E_LUMO (spin up / spin down) in eV: -10.6 / -13.3
Gap between HOMO and LUMO (spin up / spin down) in eV: 8.89 / 5.29
Energy above the lowest of the compared OMol25 structures with the same formula, charge and spin in eV: 0.354
Total energy in Ha: -1848.611443
2S+1: 3
Total charge: +2

---

# 4
The following is a DFT calculation (ωB97M-V/def2-TZVPD) of a cluster of 8 separate species, C8H32N16O8 in total at a distorted geometry.

Geometry as XYZ:
```
64
Properties=species:S:1:pos:R:3
N 2.4144 0.4032 2.3888
C 1.9950 1.6552 2.7966
N 2.3685 2.6839 1.9978
O 1.1162 1.8524 3.6737
H 2.3946 0.2471 1.3866
H 1.8985 -0.3778 2.7756
H 1.7527 3.4513 1.8971
H 2.9364 2.4361 1.1976
N 3.0573 5.3000 -0.8811
C 2.9010 4.1819 -1.5734
N 2.9278 4.2849 -2.9180
O 2.6887 3.1420 -0.9945
H 2.6880 6.1366 -1.3713
H 3.0173 5.1400 0.1574
H 2.5677 3.4923 -3.3892
H 2.6877 5.1815 -3.2927
N -1.4409 -3.5750 -3.1465
C -1.4700 -2.1904 -3.2085
N -1.7511 -1.5861 -2.0173
O -1.2079 -1.5737 -4.2493
H -1.9549 -3.9356 -2.3564
H -1.2527 -4.1991 -3.9362
H -2.2336 -2.1686 -1.3669
H -1.9377 -0.6216 -2.1003
N -0.3862 0.9796 -5.0222
C 0.6497 1.4068 -4.2498
N 1.2496 0.5682 -3.3832
O 1.2131 2.4804 -4.5011
H -0.7314 0.0273 -5.0925
H -0.8306 1.7345 -5.4977
H 1.1484 -0.4193 -3.4322
H 2.1940 0.9313 -3.2057
N -0.1977 -0.5990 5.1497
C -1.1250 -1.5014 4.6335
N -1.3149 -2.5183 5.4311
O -1.7188 -1.3580 3.5822
H 0.4620 -0.8011 5.8977
H 0.0127 0.2691 4.5571
H -0.8975 -2.3259 6.3441
H -2.1674 -3.0322 5.4705
N 0.1932 -1.6392 0.9854
C 1.0895 -2.4906 0.5473
N 1.9006 -2.1287 -0.5173
O 1.1379 -3.6388 0.9234
H -0.4230 -1.9675 1.7636
H 0.1688 -0.6714 0.6353
H 2.5547 -2.7823 -0.8246
H 1.5576 -1.4242 -1.1107
N -2.3595 -3.5990 1.5395
C -3.2494 -2.8831 0.7900
N -3.8965 -1.7891 1.2843
O -3.3352 -3.1427 -0.4367
H -1.9069 -3.0710 2.2026
H -1.8023 -4.2760 1.0470
H -3.3568 -1.3895 2.0507
H -4.1584 -1.1854 0.4794
N -1.4179 1.8357 1.0911
C -1.4152 1.4272 -0.2035
N -0.1306 1.3099 -0.7171
O -2.4523 1.0351 -0.7459
H -2.3255 1.7520 1.4957
H -0.7246 2.4509 1.4852
H -0.0065 1.3066 -1.7179
H 0.6355 1.7584 -0.1979
```

Values from the calculation:
E_LUMO in eV: 0.3
Gap between HOMO and LUMO in eV: 9.68
Energy above the lowest of the compared OMol25 structures with the same formula, charge and spin in eV: 1.323
Total energy in Ha: -1802.379893
SMILES: NC(N)=O.NC(N)=O.NC(N)=O.NC(N)=O.NC(N)=O.NC(N)=O.NC(N)=O.NC(N)=O
Total charge: 0

---

# 5
The following is a DFT calculation (ωB97M-V/def2-TZVPD) of a structure of composition C24H19EuN7 at a distorted geometry.

Geometry as XYZ:
```
51
Properties=species:S:1:pos:R:3
Eu -0.3002 -8.9134 -14.1845
N -3.9306 -7.2756 -17.1923
C -2.6760 -7.3167 -16.7395
N -2.1674 -8.2613 -16.0308
C -2.9140 -9.4158 -15.7890
N -2.2092 -10.2750 -15.1033
N -2.8456 -11.4625 -14.6050
C -2.0821 -12.4639 -14.4670
C -0.6815 -12.6785 -14.8251
C -0.3292 -13.9883 -15.1550
C 0.9969 -14.3272 -15.4331
C 1.9271 -13.3022 -15.2800
C 1.5029 -12.0304 -14.8917
N 0.2130 -11.6975 -14.6655
C -4.2715 -9.4640 -16.3116
C -5.1511 -10.4988 -16.1311
C -6.4294 -10.4831 -16.6298
C -6.9584 -9.3101 -17.1974
C -6.1078 -8.2194 -17.4188
C -4.8015 -8.3183 -17.0005
H -4.2201 -6.5877 -17.8563
H -2.0413 -6.5266 -17.0739
H -2.6181 -13.3373 -14.1363
H -1.0875 -14.7719 -15.1792
H 1.3452 -15.3397 -15.6899
H 3.0070 -13.5118 -15.3497
H 2.3202 -11.3119 -14.7677
H -4.8292 -11.3732 -15.5811
H -7.0318 -11.3367 -16.5056
H -7.9693 -9.3038 -17.5709
H -6.4413 -7.2757 -17.8234
C 1.3112 -10.7913 -9.9129
C 0.7386 -9.9410 -8.9939
C -0.4062 -9.2218 -9.2807
C -0.8974 -9.3016 -10.5485
N -0.3623 -10.0642 -11.5363
C 0.7274 -10.7733 -11.1965
C -2.1856 -8.6642 -11.0029
C -3.3430 -8.7175 -10.2336
C -4.5133 -8.1087 -10.6422
C -4.4968 -7.4943 -11.8696
C -3.3111 -7.5377 -12.5851
N -2.1441 -8.0630 -12.2072
H 2.1702 -11.3835 -9.6443
H 1.1782 -9.7957 -7.9884
H -0.7921 -8.5201 -8.5728
H 1.1466 -11.4290 -11.9381
H -3.2837 -9.3610 -9.2942
H -5.4137 -8.0636 -10.0101
H -5.3372 -7.0251 -12.3274
H -3.3055 -7.0902 -13.5664
```

Values from the calculation:
E_LUMO (spin up / spin down) in eV: -5.7 / -5.7
Gap between HOMO and LUMO (spin up / spin down) in eV: 8.06 / 8.12
Total energy in Ha: -2019.146478
2S+1: 8
Total charge: +2

---

- What is the total energy in the second record?
  -764.290108 Ha